39
Properties=species:S:1:pos:R:3 method="wB97M-V/def2-TZVPD" charge=+2 lumo_energy_ev="-8.12 / -10.83" spin_multiplicity=5 e_tot_ha=-1893.93509 homo_lumo_gap_ev="6.973 / 4.939" homo_energy_ev="-15.09 / -15.77" fmax_ev_per_a=6.85 relative_energy_kcal_mol=11.56
C -0.330 -2.963 -0.078
C 0.807 -2.003 -0.081
H 0.001 -4.017 -0.194
H -1.092 -2.768 -0.845
H -0.829 -2.878 0.907
O 1.913 -2.337 -0.249
I 2.175 1.457 2.716
Ir -0.534 -0.137 -0.460
P -0.103 0.880 -2.375
C 1.615 1.294 -2.936
C -0.711 -0.341 -3.579
H -2.004 2.314 -2.214
H -0.921 2.912 -3.562
H -0.479 3.209 -1.824
C -0.973 2.526 -2.531
H -1.768 -0.539 -3.328
H -0.610 0.031 -4.612
H 1.619 1.516 -4.032
H 2.293 0.433 -2.726
H -0.132 -1.270 -3.444
H 1.984 2.193 -2.377
C 1.392 0.175 -0.254
O 2.533 -0.109 -0.444
Cl -2.839 0.101 -0.355
C 1.394 -2.309 4.456
C 0.493 -1.520 3.626
C -0.637 -0.828 3.927
C -1.158 -0.309 2.735
N -0.443 -0.755 1.670
N 0.579 -1.457 2.251
C -2.160 0.734 2.721
H 1.865 -1.724 5.258
H 0.863 -3.160 4.906
H 2.202 -2.733 3.854
H -1.061 -0.596 4.894
H 1.538 -1.668 1.883
H -3.007 0.447 3.388
H -1.796 1.712 3.097
H -2.608 0.901 1.723

=====

23
Properties=species:S:1:pos:R:3 method="wB97M-V/def2-TZVPD" lumo_energy_ev=0.57 e_tot_ha=-516.86717 homo_lumo_gap_ev=9.569 homo_energy_ev=-8.99 smiles="C[C@H](C(=O)O)[C@H](N)[C@@H](C)O" fmax_ev_per_a=4.03 relative_energy_kcal_mol=45.13
C 0.425 1.012 1.808
C -0.490 -0.040 1.197
C -0.233 -1.415 1.796
O 0.687 -1.729 2.514
O -1.250 -2.463 1.570
C -0.333 -0.259 -0.331
N 0.385 -1.521 -0.445
C 0.298 0.939 -1.064
C 0.602 0.626 -2.522
O -0.529 2.084 -0.945
H 1.469 0.885 1.489
H 0.094 2.021 1.534
H 0.416 0.928 2.902
H -1.540 0.223 1.395
H -2.073 -2.064 1.264
H -1.333 -0.411 -0.773
H 1.395 -1.454 -0.406
H -0.194 -2.382 -0.011
H 1.239 1.202 -0.558
H 1.010 1.518 -3.015
H 1.341 -0.181 -2.612
H -0.311 0.317 -3.054
H -1.074 2.166 -1.735

=====

80
Properties=species:S:1:pos:R:3 method="wB97M-V/def2-TZVPD" charge=+1 lumo_energy_ev=-3.05 e_tot_ha=-4595.17082 homo_lumo_gap_ev=8.237 homo_energy_ev=-11.29 fmax_ev_per_a=4.70
C -4.306 -5.357 -1.575
C -2.826 -5.046 -2.188
C -2.552 -3.494 -1.949
Br -4.149 -2.316 -2.314
N -1.258 -2.938 -2.460
C -0.199 -3.353 -1.450
C -0.011 -2.235 -0.268
C 1.494 -1.737 -0.065
C 1.431 -0.532 1.029
C 2.829 -0.265 1.764
C 3.370 1.254 1.600
C 2.223 2.358 1.888
C 1.696 3.045 0.533
C 1.134 4.550 0.693
C -0.401 4.639 0.255
C -0.684 4.348 -1.297
O 0.497 4.227 -2.121
C 0.901 5.503 -2.673
C 1.230 -3.700 -2.075
C 1.154 -4.833 -3.252
C -0.149 -4.599 -4.155
C -0.884 -3.172 -3.885
C -1.957 -2.776 -4.999
C -2.896 -3.929 -5.542
O -2.558 -5.012 -6.032
Cl -4.726 -3.630 -5.527
H -4.513 -4.745 -0.640
H -4.422 -6.488 -1.415
H -5.085 -5.086 -2.378
H -2.861 -5.396 -3.263
H -2.113 -5.675 -1.536
H -2.477 -3.395 -0.799
H -1.328 -1.900 -2.347
H -0.504 -4.304 -0.871
H -0.339 -2.696 0.737
H -0.665 -1.313 -0.416
H 2.184 -2.590 0.291
H 1.976 -1.280 -0.998
H 1.000 0.362 0.472
H 0.678 -0.893 1.820
H 3.614 -1.051 1.513
H 2.625 -0.379 2.895
H 4.215 1.450 2.360
H 3.791 1.410 0.553
H 1.316 1.910 2.421
H 2.618 3.181 2.589
H 0.836 2.436 0.058
H 2.550 3.065 -0.228
H 1.311 4.971 1.734
H 1.722 5.191 -0.062
H -1.087 3.974 0.904
H -0.757 5.715 0.465
H -1.275 3.362 -1.399
H -1.340 5.160 -1.779
H 0.133 5.884 -3.425
H 1.923 5.342 -3.181
H 1.039 6.280 -1.839
H 1.934 -4.159 -1.288
H 1.710 -2.791 -2.596
H 2.090 -4.669 -3.891
H 1.240 -5.895 -2.818
H 0.173 -4.542 -5.260
H -0.853 -5.485 -4.082
H -0.029 -2.415 -4.082
H -2.577 -1.847 -4.709
H -1.352 -2.417 -5.916
C -0.897 3.115 6.895
C -0.876 3.380 5.587
C 0.352 3.896 4.918
O 0.338 4.109 3.716
C 1.538 4.132 5.745
C 1.518 3.870 7.054
C 0.298 3.328 7.718
O 0.321 3.083 8.911
O 2.609 4.085 7.834
O -1.977 3.190 4.809
H -1.781 2.738 7.392
H 2.417 4.523 5.250
H 2.341 3.818 8.735
H -1.706 3.452 3.908

=====

12
Properties=species:S:1:pos:R:3 method="wB97M-V/def2-TZVPD" lumo_energy_ev=0.75 e_tot_ha=-670.83557 homo_lumo_gap_ev=9.707 homo_energy_ev=-8.96 smiles="C=C=CN=C.Cl" fmax_ev_per_a=5.54 relative_energy_kcal_mol=70.92
C -1.284 2.050 -0.032
C -0.990 0.807 0.095
C -0.578 -0.315 0.419
N 0.264 -1.207 -0.305
C 1.361 -1.482 0.198
H -0.499 2.773 0.299
H -2.153 2.352 -0.524
H -0.879 -0.723 1.400
H 1.953 -2.309 -0.312
H 1.724 -0.924 1.110
Cl 3.355 0.708 0.022
H 4.412 0.794 0.532

=====

35
Properties=species:S:1:pos:R:3 method="wB97M-V/def2-TZVPD" lumo_energy_ev=-1.38 e_tot_ha=-2834.98103 homo_lumo_gap_ev=7.155 homo_energy_ev=-8.53 fmax_ev_per_a=1.63 relative_energy_kcal_mol=16.30
Pt -0.065 0.471 -0.182
N -4.112 -0.856 0.085
C -2.941 -0.238 -0.039
S -1.585 -1.205 -0.547
N -2.909 1.062 0.205
N -1.666 1.553 0.122
C -1.487 2.806 0.160
C -0.110 3.302 0.028
C 0.249 4.624 0.171
C 1.581 4.983 0.016
C 2.511 4.009 -0.276
C 2.079 2.700 -0.407
N 0.800 2.369 -0.264
H -4.208 -1.785 -0.287
H -4.942 -0.311 0.258
H -2.348 3.452 0.275
H -0.518 5.353 0.406
H 1.889 6.016 0.124
H 3.560 4.249 -0.392
H 2.763 1.894 -0.632
F 4.403 -1.844 0.240
C 4.042 -0.811 0.995
F 4.536 0.313 0.462
F 4.518 -0.961 2.216
S 2.221 -0.693 1.048
O 1.859 -0.560 -0.402
O 1.987 0.494 1.822
N 1.836 -1.991 1.779
S 1.046 -3.281 1.250
O 0.228 -3.797 2.298
O 0.530 -3.150 -0.077
C 2.439 -4.495 1.091
F 2.981 -4.405 -0.124
F 1.972 -5.724 1.264
F 3.388 -4.261 2.005

=====

144
Properties=species:S:1:pos:R:3 method="wB97M-V/def2-TZVPD" charge=+1 lumo_energy_ev=-4.82 e_tot_ha=-3000.71765 homo_lumo_gap_ev=6.244 homo_energy_ev=-11.07 fmax_ev_per_a=4.98
C 11.443 -2.268 0.443
C 10.572 -1.837 -0.837
C 9.137 -2.576 -0.728
C 8.549 -2.830 -2.220
C 7.124 -2.081 -2.398
C 7.041 -1.258 -3.797
C 6.483 0.256 -3.593
C 5.188 0.474 -4.557
C 3.814 0.099 -3.761
C 3.214 1.478 -3.124
C 1.746 1.807 -3.738
C 0.614 1.182 -2.750
C -0.815 1.926 -2.852
C -1.128 2.564 -1.410
C -1.424 4.091 -1.382
N -1.708 4.808 -0.161
C -1.753 4.100 1.090
C -1.504 2.557 1.234
P -1.674 1.849 2.964
O -3.106 1.345 3.195
O -1.363 3.094 4.115
O -0.590 0.596 3.333
C -1.176 1.766 -0.065
C -0.930 0.196 -0.020
C -2.011 -0.633 -0.931
C -3.186 -1.065 0.118
C -4.427 -1.795 -0.589
C -3.997 -3.156 -1.383
C -4.233 -4.478 -0.506
C -4.336 -5.850 -1.344
C -3.962 -5.732 -2.898
C -5.180 -5.336 -3.873
C -6.531 -4.869 -3.137
C -7.296 -3.876 -4.189
H 11.463 -3.424 0.459
H 12.495 -1.828 0.463
H 10.886 -1.953 1.406
H 11.124 -2.063 -1.823
H 10.412 -0.690 -0.814
H 8.465 -1.883 -0.109
H 9.187 -3.576 -0.156
H 9.340 -2.456 -2.974
H 8.452 -3.965 -2.392
H 6.924 -1.362 -1.513
H 6.292 -2.877 -2.339
H 6.390 -1.836 -4.540
H 8.104 -1.231 -4.252
H 6.210 0.435 -2.482
H 7.272 1.054 -3.865
H 5.261 -0.193 -5.491
H 5.205 1.561 -4.918
H 4.050 -0.662 -2.926
H 3.042 -0.397 -4.463
H 3.186 1.343 -1.979
H 3.934 2.331 -3.362
H 1.658 1.231 -4.725
H 1.604 2.929 -3.892
H 1.003 1.337 -1.683
H 0.480 0.051 -2.916
H -1.643 1.214 -3.217
H -0.735 2.741 -3.666
H -1.431 4.711 -2.352
H -1.901 5.821 -0.192
H -2.009 4.704 2.021
H -1.466 2.697 5.018
H -1.127 -0.233 3.200
H -0.986 -0.272 1.018
H 0.113 -0.080 -0.439
H -2.486 0.011 -1.744
H -1.462 -1.549 -1.345
H -2.719 -1.770 0.889
H -3.514 -0.113 0.671
H -5.266 -2.009 0.161
H -4.852 -1.052 -1.364
H -2.873 -3.128 -1.663
H -4.564 -3.122 -2.372
H -3.417 -4.562 0.301
H -5.233 -4.351 0.057
H -5.356 -6.365 -1.170
H -3.561 -6.576 -0.878
H -3.050 -5.050 -3.110
H -3.612 -6.787 -3.228
H -5.426 -6.251 -4.520
H -4.851 -4.486 -4.589
H -6.382 -4.247 -2.194
H -7.204 -5.783 -3.011
H -7.480 -4.362 -5.204
H -8.240 -3.436 -3.701
H -6.568 -2.982 -4.320
N 4.441 1.713 0.982
C 3.194 1.952 1.420
C 2.521 1.136 2.317
C 3.171 0.004 2.788
C 4.459 -0.268 2.351
C 5.047 0.612 1.456
H 2.727 2.847 1.021
H 1.517 1.379 2.637
H 2.677 -0.661 3.490
H 4.995 -1.143 2.698
H 6.054 0.445 1.087
N -3.116 -4.076 -6.147
C -3.275 -4.570 -7.385
C -2.265 -4.615 -8.334
C -1.017 -4.119 -7.987
C -0.825 -3.601 -6.715
C -1.897 -3.604 -5.838
H -4.269 -4.943 -7.610
H -2.450 -5.028 -9.317
H -0.202 -4.136 -8.702
H 0.137 -3.205 -6.411
H -1.795 -3.213 -4.829
N -3.746 2.334 10.147
C -3.907 1.834 8.912
C -2.899 1.786 7.962
C -1.651 2.287 8.303
C -1.457 2.811 9.573
C -2.528 2.811 10.452
H -4.901 1.458 8.691
H -3.087 1.368 6.980
H -0.836 2.268 7.587
H -0.496 3.211 9.873
H -2.426 3.206 11.458
N -9.024 3.328 6.594
C -7.838 3.724 7.084
C -6.619 3.387 6.518
C -6.620 2.590 5.382
C -7.832 2.164 4.856
C -8.997 2.559 5.493
H -7.889 4.342 7.974
H -5.692 3.737 6.955
H -5.686 2.303 4.911
H -7.870 1.541 3.971
H -9.969 2.255 5.118
N 2.070 7.386 1.913
C 3.199 7.487 2.632
C 3.531 6.632 3.672
C 2.645 5.615 3.992
C 1.469 5.489 3.266
C 1.231 6.393 2.243
H 3.858 8.300 2.346
H 4.458 6.759 4.216
H 2.868 4.926 4.800
H 0.754 4.706 3.490
H 0.328 6.333 1.644

=====

69
Properties=species:S:1:pos:R:3 method="wB97M-V/def2-TZVPD" lumo_energy_ev=0.28 e_tot_ha=-3018.90148 homo_lumo_gap_ev=7.726 homo_energy_ev=-7.45 fmax_ev_per_a=0.39 relative_energy_kcal_mol=5.44
K -0.233 0.413 0.928
C 4.176 -2.393 1.102
C 3.021 -1.475 0.795
N 2.418 -0.765 1.668
N 2.912 -0.802 2.935
C 2.232 -0.312 4.009
N 3.000 -0.319 5.144
S 0.661 0.165 4.024
C 2.550 -1.361 -0.611
C 2.452 -2.497 -1.410
C 2.033 -2.353 -2.724
C 1.716 -1.088 -3.187
C 1.826 -0.021 -2.308
N 2.251 -0.139 -1.056
H 3.899 -3.126 1.866
H 5.035 -1.821 1.467
H 4.502 -2.927 0.215
H 3.756 -1.323 3.128
H 3.991 -0.160 5.060
H 2.555 0.103 5.942
H 2.677 -3.474 -1.006
H 1.944 -3.220 -3.366
H 1.379 -0.929 -4.202
H 1.559 0.980 -2.627
C -4.079 1.528 -3.389
N -3.312 1.623 -2.157
C -3.244 2.981 -1.643
C -2.159 0.848 -2.006
N -1.017 1.266 -1.625
N -2.385 -0.493 -2.318
C -1.640 -1.588 -1.837
N -2.112 -2.771 -2.405
N -0.743 -1.487 -0.954
H -5.122 1.774 -3.189
H -4.039 0.527 -3.813
H -3.701 2.225 -4.149
H -4.254 3.392 -1.643
H -2.616 3.637 -2.264
H -2.881 2.968 -0.616
H -1.044 2.272 -1.485
H -3.362 -0.724 -2.407
H -2.329 -2.740 -3.387
H -1.622 -3.601 -2.114
H -0.338 -2.388 -0.701
O -2.508 1.720 1.459
S -3.198 0.570 2.125
N -2.532 -0.732 2.116
N -0.507 5.971 -0.663
C 0.145 4.957 0.010
C 1.080 4.145 -0.636
C 1.650 3.096 0.061
N 1.376 2.810 1.336
C 0.489 3.599 1.946
C -0.149 4.664 1.341
H -0.059 6.334 -1.486
H -0.966 6.666 -0.101
H 1.334 4.321 -1.675
H 2.336 2.413 -0.430
H 0.261 3.343 2.976
H -0.885 5.245 1.883
N -1.181 -3.239 1.823
C -1.667 -4.211 2.608
C -0.919 -5.344 2.367
C 0.001 -4.940 1.387
N -0.167 -3.665 1.054
H -1.518 -2.271 1.794
H -2.485 -4.019 3.282
H -1.022 -6.311 2.828
H 0.773 -5.526 0.910

=====

81
Properties=species:S:1:pos:R:3 method="wB97M-V/def2-TZVPD" charge=+2 lumo_energy_ev="-4.99 / -5.02" spin_multiplicity=5 e_tot_ha=-3972.03971 homo_lumo_gap_ev="8.568 / 8.544" homo_energy_ev="-13.56 / -13.56" fmax_ev_per_a=3.29
Cr -19.481 -13.526 -6.328
N -20.953 -10.939 -8.532
C -20.856 -10.562 -7.205
C -20.952 -9.164 -6.943
C -21.036 -8.763 -5.644
C -20.908 -9.725 -4.622
C -20.696 -11.042 -4.974
N -20.687 -11.462 -6.241
C -20.676 -12.152 -9.124
C -20.793 -12.180 -10.566
C -20.664 -13.357 -11.223
C -20.420 -14.578 -10.452
C -20.182 -14.437 -9.121
N -20.391 -13.250 -8.410
H -21.214 -10.284 -9.268
H -20.973 -8.499 -7.743
H -21.213 -7.719 -5.506
H -20.960 -9.387 -3.619
H -20.468 -11.869 -4.278
H -20.872 -11.254 -11.116
H -20.774 -13.420 -12.329
H -20.252 -15.477 -10.953
H -19.894 -15.299 -8.595
C -12.995 -11.730 -1.854
C -13.076 -13.161 -2.402
S -13.878 -13.235 -3.948
O -15.231 -12.757 -3.827
O -13.086 -12.634 -4.929
C -13.910 -14.950 -4.341
C -15.068 -15.848 -3.930
N -16.401 -15.355 -4.086
C -17.136 -15.273 -5.244
N -18.327 -14.730 -4.927
C -18.356 -14.496 -3.552
C -17.164 -14.820 -3.048
N -16.809 -14.635 -1.630
O -17.679 -14.221 -0.931
O -15.654 -14.857 -1.301
C -16.697 -15.880 -6.535
H -12.579 -11.684 -0.852
H -14.038 -11.465 -1.797
H -12.432 -11.073 -2.509
H -13.593 -13.801 -1.712
H -12.083 -13.590 -2.540
H -12.964 -15.411 -4.075
H -14.007 -14.947 -5.440
H -14.953 -16.219 -2.907
H -14.962 -16.725 -4.561
H -19.238 -14.075 -3.086
H -15.769 -15.408 -6.951
H -17.525 -15.727 -7.231
H -16.452 -16.946 -6.477
C -14.960 -11.183 -7.677
N -15.736 -10.895 -6.507
C -15.281 -9.963 -5.497
C -16.609 -9.784 -4.644
N -17.520 -10.773 -5.212
C -16.969 -11.363 -6.274
S -17.448 -12.604 -7.305
H -14.286 -12.083 -7.536
H -14.329 -10.364 -7.983
H -15.625 -11.452 -8.571
H -14.949 -9.008 -5.832
H -14.394 -10.425 -5.008
H -16.890 -8.773 -4.959
H -16.364 -9.913 -3.589
H -18.392 -11.026 -4.767
C -23.347 -14.545 -6.821
P -22.516 -14.525 -5.204
C -22.649 -16.149 -4.465
C -23.566 -13.438 -4.211
O -21.097 -14.074 -5.256
H -24.334 -14.948 -6.516
H -22.764 -15.104 -7.604
H -23.547 -13.483 -7.064
H -23.647 -16.542 -4.163
H -21.988 -16.059 -3.616
H -22.167 -16.783 -5.167
H -24.570 -13.756 -4.027
H -23.658 -12.522 -4.725
H -22.991 -13.243 -3.259